# C4H9NO2

One molecule with the formula C4H9NO2 (the ωB97M-V functional and the def2-TZVPD basis, the Open Molecules 2025 dataset).

Structure (XYZ):
```
16
Properties=species:S:1:pos:R:3:forces:R:3:nbo_charge:R:1
C 1.392 -0.797 -0.715 0.03 -0.04 -0.02 -0.606
C 0.492 -0.270 0.392 0.08 -0.06 0.06 -0.294
C 0.686 1.213 0.717 0.40 0.06 0.15 -0.066
O -0.605 1.546 0.203 -0.04 0.17 -0.20 -0.535
C -0.945 0.165 -0.023 -0.07 -0.14 0.08 0.639
N -2.047 -0.242 0.764 -0.18 -0.06 0.06 -0.848
O -1.315 -0.051 -1.346 0.09 0.09 -0.08 -0.707
H 2.426 -0.844 -0.355 -0.14 -0.02 -0.04 0.217
H 1.104 -1.797 -1.050 -0.02 0.11 0.06 0.222
H 1.392 -0.134 -1.589 -0.01 -0.08 0.14 0.196
H 0.521 -0.940 1.257 -0.08 0.12 -0.10 0.205
H 0.794 1.449 1.781 -0.10 0.03 -0.09 0.174
H 1.479 1.718 0.154 -0.01 -0.08 0.08 0.168
H -2.821 -0.546 0.202 -0.15 -0.02 -0.15 0.386
H -1.871 -0.894 1.503 0.30 -0.15 0.16 0.371
H -0.682 0.424 -1.896 -0.11 0.06 -0.09 0.478
```
Positions in Å, forces in eV/Å.

orbital gap: 10.4828 eV
SMILES string: C[C@H]1CO[C@@]1(N)O



# C33H80BrClFIN27O16S

C33H80BrClFIN27O16S as an isolated structure at a distorted geometry (the ωB97M-V functional and the def2-TZVPD basis, the Open Molecules 2025 dataset).

Structure (XYZ):
```
161
Properties=species:S:1:pos:R:3:forces:R:3:lowdin_charge:R:1
C -2.138 0.854 1.483 1.76 -2.08 -0.30 0.189
C -1.198 0.548 0.747 -0.26 1.10 1.74 -0.301
N 0.022 0.194 -0.073 -3.43 -0.29 1.28 -0.318
Br -1.072 0.084 -1.689 0.29 -0.17 -1.03 1.150
C 0.328 -1.178 0.509 -0.95 -2.15 1.67 -0.302
S 0.181 -2.630 -0.711 1.09 -5.94 -3.60 0.617
C -1.631 -3.069 -0.988 -1.74 1.52 0.62 -0.162
O 0.820 -2.469 -2.028 -0.91 2.19 1.46 -0.360
O 0.630 -3.943 -0.215 -0.60 2.41 1.21 -0.407
C 1.398 -1.242 1.692 -0.33 -0.19 1.79 -0.485
I 2.822 -2.965 1.715 0.40 0.31 -0.75 1.234
C 0.562 -1.853 2.983 -0.93 -0.86 -0.64 -0.301
N 0.109 -3.269 2.699 -0.71 1.11 0.62 -0.239
C 0.151 -4.101 3.929 0.16 -0.98 -0.38 -0.142
C 2.094 0.216 2.100 0.23 -0.75 -0.14 -0.240
C 1.112 0.979 3.120 -1.54 1.23 0.59 -0.202
N 1.226 0.762 4.576 0.08 0.31 -0.42 0.013
C 3.364 -0.173 2.953 1.38 0.20 1.94 -0.214
C 4.063 0.902 3.925 -0.16 0.15 1.19 -0.259
N 5.553 1.013 3.677 -1.13 -0.03 0.77 -0.023
C 2.411 1.108 0.732 1.18 -0.12 0.55 -0.137
C 2.989 2.574 1.095 -1.66 1.12 -1.91 -0.074
C 4.381 2.941 1.609 1.86 2.22 3.38 -0.666
O 4.469 3.716 2.567 -1.21 -1.72 -2.11 -0.058
Cl 6.075 2.639 0.995 -1.71 -0.41 -0.65 0.687
C 3.677 0.539 -0.041 2.67 -1.83 -0.35 -0.247
C 3.713 -0.857 -0.744 -0.38 -0.52 -0.94 -0.078
F 4.259 1.437 -1.046 -1.48 -0.07 1.04 -0.100
C 1.068 1.277 -0.191 0.83 4.31 -0.80 -0.237
C 0.208 2.605 0.221 0.53 1.87 -0.67 -0.085
C 0.703 4.052 -0.267 1.17 1.46 1.07 -0.212
O 0.906 4.963 0.542 -0.65 -2.02 -1.31 0.016
C 1.410 1.734 -1.706 0.53 0.38 -1.61 -0.180
C 1.851 0.735 -2.835 -0.22 -0.35 -2.27 -0.133
C 3.050 1.252 -3.779 0.57 -0.42 1.47 -0.430
N 2.939 2.659 -4.213 0.32 -1.81 -0.07 0.102
O 3.984 0.517 -4.060 -1.88 1.24 -0.08 0.069
H -2.854 0.744 2.365 0.66 0.94 -1.50 0.079
H -0.656 -1.480 1.046 1.49 0.79 -0.95 0.119
H -1.867 -3.155 -2.090 0.85 0.36 1.10 0.086
H -1.929 -4.033 -0.492 1.03 0.98 -0.23 0.080
H -2.316 -2.270 -0.536 0.82 -1.11 -0.66 0.036
H -0.405 -1.291 3.162 1.37 0.07 0.18 0.130
H 1.219 -1.988 3.886 -0.62 0.87 -0.98 0.087
H -0.882 -3.218 2.406 0.74 -0.22 0.21 0.107
H 1.236 -4.358 4.185 -1.42 0.65 -0.21 0.077
H -0.393 -3.603 4.790 0.67 -0.77 -0.70 0.091
H -0.318 -5.105 3.652 0.41 1.42 0.62 0.102
H 0.011 0.767 2.978 1.38 0.05 -0.84 0.090
H 1.155 2.120 3.034 0.30 -1.61 -0.22 0.126
H 1.459 -0.167 4.894 0.08 0.36 0.00 0.057
H 1.677 1.519 5.084 0.09 -0.72 -0.24 0.075
H 4.256 -0.602 2.419 -1.35 0.33 0.07 0.074
H 3.065 -0.954 3.733 0.14 0.79 -1.60 0.077
H 4.024 0.584 5.029 -0.76 0.10 -1.59 0.119
H 3.530 1.895 3.925 0.94 -0.86 -0.34 0.088
H 5.935 0.211 4.208 0.02 0.60 -0.63 0.084
H 5.833 1.831 4.240 0.13 -0.39 -0.48 0.065
H 2.258 3.218 1.689 1.29 -1.11 -0.43 0.119
H 3.004 3.127 0.084 0.05 -0.82 1.26 0.135
H 4.568 0.462 0.675 -1.65 0.51 -0.49 0.117
H 4.028 -0.780 -1.843 -0.45 0.33 1.56 0.100
H 4.489 -1.567 -0.307 -1.31 1.14 -0.33 0.039
H 2.682 -1.302 -0.773 1.12 0.07 0.08 0.023
H -0.760 2.683 -0.391 0.90 -0.91 1.23 0.129
H 0.097 2.759 1.325 -0.34 -0.47 -1.12 0.116
H 0.838 4.341 -1.364 -0.44 -0.89 0.95 0.144
H 0.550 2.330 -2.179 0.92 -1.01 1.04 0.084
H 2.242 2.521 -1.735 -1.13 -1.18 0.93 0.115
H 2.061 -0.337 -2.607 -0.09 1.11 0.26 0.079
H 0.996 0.667 -3.603 1.06 0.18 1.11 0.113
H 3.401 2.679 -5.139 -0.03 0.36 0.88 0.099
H 3.463 3.225 -3.535 -0.16 -0.10 -0.52 0.088
C 3.485 8.180 -1.028 0.35 0.18 -0.14 -0.702
O 4.389 8.746 -1.614 -0.12 -0.06 0.02 0.032
N 3.696 7.344 0.024 0.23 -0.42 0.40 0.153
N 2.175 8.329 -1.371 -0.55 0.11 -0.33 0.144
H 2.954 6.874 0.511 0.03 0.02 -0.01 0.075
H 4.648 7.200 0.317 -0.12 0.05 -0.02 0.107
H 1.966 8.938 -2.143 0.06 -0.05 0.12 0.103
H 1.425 7.865 -0.892 0.06 0.03 0.01 0.083
C -5.493 -3.331 -0.126 0.19 -0.23 -0.31 -0.692
O -4.562 -3.005 0.605 0.17 0.18 0.14 -0.018
N -5.317 -3.992 -1.293 0.19 -0.02 0.04 0.171
N -6.790 -3.056 0.171 -0.36 0.28 0.42 0.154
H -6.079 -4.262 -1.898 0.11 -0.04 -0.24 0.043
H -4.376 -4.220 -1.558 -0.17 -0.04 0.01 0.092
H -6.975 -2.565 1.029 0.01 -0.08 -0.12 0.102
H -7.557 -3.318 -0.421 0.08 -0.02 -0.02 0.100
C -7.564 -4.912 -4.548 -0.59 -0.40 -0.22 -0.658
O -6.964 -4.685 -3.504 0.10 0.14 0.04 0.005
N -8.632 -5.737 -4.616 0.34 0.08 0.45 0.167
N -7.204 -4.349 -5.734 0.52 0.50 -0.24 0.137
H -9.126 -5.925 -5.469 0.01 0.02 0.07 0.101
H -8.940 -6.182 -3.757 -0.10 0.03 -0.42 0.049
H -6.412 -3.726 -5.731 -0.10 -0.02 -0.06 0.113
H -7.687 -4.526 -6.596 -0.14 0.15 0.11 0.101
C 7.631 -1.503 -1.422 0.04 0.07 0.04 -0.680
O 6.717 -1.817 -0.674 -0.05 -0.03 0.08 0.011
N 8.753 -2.254 -1.569 0.14 -0.42 -0.02 0.158
N 7.608 -0.372 -2.176 -0.28 0.41 -0.09 0.167
H 9.509 -2.003 -2.182 0.06 -0.13 0.05 0.096
H 8.817 -3.101 -1.031 0.08 0.11 -0.07 0.112
H 6.795 0.217 -2.101 0.09 -0.05 -0.06 0.096
H 8.353 -0.107 -2.792 -0.05 -0.01 0.03 0.100
C 9.963 -5.000 -4.149 0.13 0.12 0.04 -0.698
O 10.808 -4.193 -3.791 -0.07 0.04 0.05 0.013
N 10.278 -6.197 -4.710 0.35 -0.34 -0.16 0.149
N 8.630 -4.772 -4.016 -0.44 0.28 0.14 0.151
H 9.590 -6.864 -5.006 0.06 0.04 0.01 0.094
H 11.253 -6.409 -4.829 -0.13 0.02 0.01 0.107
H 8.351 -3.896 -3.605 -0.02 -0.12 -0.01 0.081
H 7.926 -5.426 -4.305 0.03 0.06 0.02 0.095
C -1.636 4.380 -3.532 0.16 0.03 -0.19 -0.699
O -0.676 3.755 -3.956 0.04 -0.11 0.28 0.013
N -2.747 3.770 -3.038 -0.27 -0.42 0.34 0.155
N -1.681 5.737 -3.513 0.25 0.39 0.02 0.159
H -3.542 4.272 -2.685 0.01 -0.06 -0.05 0.099
H -2.757 2.765 -3.033 -0.09 0.15 -0.08 0.088
H -0.881 6.232 -3.869 -0.12 -0.05 -0.01 0.111
H -2.466 6.257 -3.166 0.04 -0.01 -0.07 0.098
C -11.016 -7.749 -2.333 -0.11 -0.11 0.16 -0.655
O -10.129 -7.172 -2.947 -0.29 -0.24 0.22 0.007
N -10.765 -8.575 -1.287 0.39 -0.13 0.23 0.161
N -12.330 -7.615 -2.643 -0.24 0.25 -0.34 0.161
H -11.485 -9.053 -0.778 0.06 0.02 -0.03 0.101
H -9.804 -8.706 -1.020 -0.13 -0.01 -0.01 0.112
H -12.565 -7.012 -3.412 -0.01 -0.08 0.11 0.111
H -13.063 -8.085 -2.145 0.04 0.03 -0.05 0.101
C -4.879 2.376 4.032 -0.24 0.53 0.00 -0.662
O -3.906 1.752 3.613 0.21 -0.25 -0.06 -0.035
N -5.980 1.763 4.537 -0.15 -0.60 0.04 0.160
N -4.941 3.724 4.030 0.16 -0.44 -0.71 0.156
H -6.778 2.263 4.883 0.08 -0.01 0.01 0.101
H -5.980 0.758 4.560 -0.03 0.14 0.03 0.107
H -4.147 4.222 3.667 -0.12 0.04 0.22 0.108
H -5.729 4.241 4.372 0.26 0.11 0.22 0.075
C -3.852 -5.746 -7.214 0.04 0.14 -0.03 -0.696
O -3.579 -4.556 -7.240 -0.07 0.00 0.06 0.015
N -5.122 -6.204 -7.063 -0.45 0.02 -0.11 0.152
N -2.911 -6.720 -7.334 0.50 -0.15 -0.04 0.148
H -5.358 -7.179 -7.040 0.02 0.06 0.01 0.097
H -5.852 -5.516 -6.970 0.23 -0.31 0.14 0.057
H -1.955 -6.429 -7.448 -0.12 -0.05 0.01 0.106
H -3.127 -7.700 -7.314 0.03 0.06 -0.01 0.093
C -4.826 6.592 6.526 -0.09 0.11 0.06 -0.669
O -5.069 5.648 5.785 -0.01 0.32 0.20 0.002
N -5.719 7.586 6.767 -0.41 0.14 -0.11 0.157
N -3.641 6.731 7.173 0.44 -0.21 0.02 0.157
H -5.527 8.363 7.373 -0.04 -0.04 -0.04 0.100
H -6.612 7.526 6.310 0.10 0.04 0.09 0.109
H -2.947 6.018 7.025 -0.09 0.09 0.06 0.109
H -3.433 7.501 7.781 0.00 -0.06 -0.03 0.100
C 5.542 5.614 6.452 0.40 0.07 0.17 -0.700
O 6.450 5.944 7.193 -0.12 -0.02 -0.03 0.031
N 5.748 4.955 5.280 0.13 -0.36 -0.35 0.155
N 4.233 5.874 6.727 -0.52 0.16 0.30 0.142
H 5.004 4.680 4.664 0.13 0.05 -0.11 0.058
H 6.699 4.740 5.032 -0.12 0.08 -0.01 0.108
H 4.029 6.360 7.584 0.04 -0.06 -0.12 0.104
H 3.480 5.606 6.122 0.06 0.05 0.03 0.087
```
Positions in Å, forces in eV/Å.

total charge: +1
orbital gap: 5.5121 eV



# C10H13Br3O9

C10H13Br3O9 as an isolated structure at a distorted geometry (the ωB97M-V functional and the def2-TZVPD basis, the Open Molecules 2025 dataset).

Structure (XYZ):
```
35
Properties=species:S:1:pos:R:3:forces:R:3:nbo_charge:R:1
C -3.253 -0.608 -2.073 -0.81 1.23 -0.34 -0.468
Br -4.289 -2.099 -1.338 0.61 0.88 -0.27 0.099
Br -4.460 0.713 -3.048 0.64 -1.03 0.52 0.030
Br -1.839 -1.186 -3.227 -0.35 -0.12 0.06 0.101
H -2.823 0.080 -1.329 -0.21 -0.97 0.03 0.243
C 0.877 3.042 1.112 -2.24 0.99 0.10 -0.098
C 1.445 2.106 2.148 0.74 1.66 1.86 -0.107
O 1.176 0.843 1.653 -0.33 -1.44 -1.62 -0.475
C 0.265 0.902 0.625 2.09 0.36 0.00 0.996
O -0.076 -0.049 -0.031 -0.46 0.36 0.74 -0.647
O -0.003 2.180 0.340 0.08 -0.33 -0.19 -0.490
H 1.572 3.542 0.447 0.25 -0.28 -0.14 0.203
H 0.155 3.796 1.507 0.95 -0.36 0.02 0.203
H 0.976 2.202 3.150 -0.09 -0.02 -0.69 0.210
H 2.521 2.342 2.337 -0.58 -0.84 -0.58 0.205
C -1.781 -2.328 1.704 -0.88 -0.43 -0.43 -0.108
C -0.493 -2.816 2.452 -1.09 -0.65 0.10 -0.099
O 0.006 -1.614 2.990 0.57 0.61 0.02 -0.481
C -0.896 -0.620 2.890 1.08 1.54 1.79 0.984
O -0.729 0.489 3.362 -0.56 -1.61 -0.62 -0.623
O -1.991 -1.031 2.302 -0.97 -0.47 -0.95 -0.482
H -2.763 -2.886 1.825 1.50 0.34 0.23 0.209
H -1.659 -2.190 0.604 0.30 -0.04 0.84 0.206
H 0.255 -3.308 1.831 -0.09 0.36 -0.25 0.207
H -0.680 -3.497 3.303 -0.29 0.25 -0.41 0.186
C 1.457 -0.679 -2.756 -0.42 -0.24 0.85 -0.112
C 1.291 0.755 -3.186 1.58 -0.43 -0.42 -0.097
O 2.228 1.473 -2.369 0.01 0.33 0.03 -0.489
C 2.950 0.614 -1.634 0.37 -0.76 1.04 0.971
O 3.762 0.883 -0.791 -0.58 0.30 -0.90 -0.590
O 2.587 -0.659 -1.910 1.26 0.13 -0.13 -0.486
H 1.564 -1.403 -3.571 0.08 0.21 0.25 0.192
H 0.686 -0.923 -2.070 -1.10 -0.72 0.09 0.215
H 0.333 1.174 -3.046 -1.05 0.33 0.06 0.208
H 1.628 0.764 -4.204 -0.01 0.88 -0.71 0.182
```
Positions in Å, forces in eV/Å.

orbital gap: 10.0371 eV



# C24H38AgF6O18PS2

C24H38AgF6O18PS2 as an isolated structure at a distorted geometry (the ωB97M-V functional and the def2-TZVPD basis, the Open Molecules 2025 dataset).

Structure (XYZ):
```
90
Properties=species:S:1:pos:R:3:forces:R:3:lowdin_charge:R:1
Ag -2.977 -1.255 -2.794 -0.21 0.14 0.75 0.846
P 0.115 0.027 -0.555 1.87 -0.16 -1.64 0.178
F -0.963 0.697 0.420 -0.57 -0.14 -0.01 -0.119
F -1.032 -0.744 -1.413 -0.52 -0.10 -0.08 -0.203
F 0.015 1.260 -1.614 -0.47 0.54 0.71 -0.159
F 1.235 -0.567 -1.598 -0.02 -0.37 0.53 -0.169
F 1.275 0.747 0.299 0.07 0.21 -0.11 -0.144
F 0.262 -1.299 0.343 -0.30 0.06 0.47 -0.139
O 6.075 -1.413 -0.040 0.18 0.13 -0.86 0.131
C 5.162 -1.911 0.536 0.65 0.51 2.25 -0.492
O 5.269 -3.141 1.099 -0.20 -0.42 -0.26 0.013
C 4.009 -3.581 1.658 -0.18 0.56 -1.42 -0.126
C 2.996 -2.497 1.255 -0.26 1.31 0.67 -0.162
C 3.899 -1.265 1.058 -0.55 -0.70 -1.45 -0.066
H 4.123 -3.696 2.729 -0.04 -0.30 0.04 0.127
H 3.777 -4.471 1.076 -0.03 -0.52 0.78 0.118
H 2.260 -2.219 2.012 0.02 -0.54 0.20 0.099
H 2.414 -2.703 0.358 0.31 -0.26 -0.15 0.098
H 4.051 -0.753 2.005 0.38 0.09 -0.05 0.123
H 3.561 -0.584 0.280 -0.30 0.18 0.30 0.112
O 0.738 0.965 -8.055 -0.01 -0.22 0.00 0.118
C 0.933 0.743 -6.895 0.09 0.75 -0.37 -0.496
O 0.336 -0.265 -6.239 -0.11 -0.53 0.20 0.025
C 0.595 -0.235 -4.825 0.19 1.02 -0.08 -0.142
C 1.683 0.847 -4.602 -0.06 -0.58 -0.17 -0.138
C 1.817 1.539 -5.965 0.20 0.14 1.02 -0.070
H 0.898 -1.213 -4.467 -0.12 -0.12 -0.14 0.120
H -0.320 0.104 -4.336 -0.12 -0.33 0.07 0.105
H 2.610 0.364 -4.303 0.03 0.15 0.15 0.114
H 1.331 1.505 -3.814 0.29 0.09 0.08 0.088
H 2.842 1.590 -6.327 -0.03 -0.30 -0.17 0.125
H 1.521 2.584 -5.872 -0.39 -0.07 -0.42 0.123
O -4.251 -2.505 -1.010 -0.27 0.18 -1.14 0.057
C -4.069 -2.113 0.111 0.22 0.03 0.42 -0.501
O -2.852 -1.716 0.484 0.21 0.08 0.42 -0.005
C -2.801 -1.438 1.908 -0.64 -0.62 -0.17 -0.116
C -4.261 -1.169 2.252 -0.28 1.05 0.05 -0.134
C -5.084 -1.958 1.231 1.04 0.31 0.08 -0.033
H -2.171 -0.576 2.087 0.20 -0.05 -0.18 0.094
H -2.402 -2.337 2.380 0.10 0.11 0.14 0.133
H -4.418 -0.107 2.030 -0.06 -0.08 0.05 0.096
H -4.534 -1.271 3.300 0.12 -0.44 -0.02 0.123
H -5.891 -1.346 0.840 -0.34 -0.37 0.04 0.131
H -5.402 -2.934 1.589 -0.20 -0.04 -0.17 0.136
O 0.509 4.547 1.957 -0.14 -0.06 -0.03 0.107
C 1.082 4.559 0.904 0.32 -0.06 0.22 -0.488
O 0.428 4.464 -0.274 -0.19 -0.10 -0.27 0.003
C 1.369 4.482 -1.382 0.23 0.67 0.85 -0.130
C 2.590 5.176 -0.781 0.61 0.23 -0.57 -0.156
C 2.578 4.647 0.642 -0.59 -0.44 -0.46 -0.065
H 0.928 5.065 -2.184 -0.14 -0.26 -0.13 0.127
H 1.604 3.460 -1.658 -0.19 -0.16 -0.21 0.115
H 2.498 6.263 -0.830 -0.22 -0.03 0.16 0.120
H 3.491 4.937 -1.349 0.01 -0.13 0.15 0.120
H 3.108 5.185 1.416 0.02 0.10 -0.02 0.128
H 2.913 3.604 0.593 0.15 0.05 0.31 0.134
O -3.235 1.058 -2.201 0.17 -0.36 -0.42 0.040
C -3.289 1.786 -1.242 -0.41 0.36 0.18 -0.476
O -4.011 1.452 -0.165 -0.22 -0.28 0.11 0.022
C -3.928 2.449 0.877 1.09 0.57 -0.64 -0.120
C -3.357 3.700 0.173 -0.12 0.47 0.50 -0.124
C -2.675 3.152 -1.066 -0.04 -0.52 -0.09 -0.062
H -3.214 2.080 1.613 -0.27 -0.10 0.24 0.119
H -4.915 2.645 1.275 -0.07 -0.34 0.16 0.126
H -2.635 4.256 0.772 -0.08 -0.22 0.23 0.116
H -4.180 4.394 -0.002 0.07 -0.06 -0.47 0.116
H -1.613 2.979 -0.886 0.06 0.08 -0.04 0.103
H -2.773 3.730 -1.981 -0.06 0.03 0.02 0.138
C -0.133 -5.201 -0.734 0.19 0.66 -0.82 -0.140
C -0.444 -4.660 0.646 -0.33 0.22 0.60 -0.153
O -1.213 -5.733 1.239 -0.06 0.16 0.32 -0.184
S -2.261 -6.189 0.144 0.42 0.56 -0.06 0.582
O -3.260 -5.189 0.004 -0.21 0.30 -0.07 -0.220
O -2.632 -7.523 0.376 0.03 -0.71 -0.02 -0.194
O -1.235 -6.068 -1.076 -0.03 -0.35 0.20 -0.181
H 0.818 -5.725 -0.802 -0.21 -0.41 0.14 0.133
H -0.126 -4.415 -1.489 0.08 0.11 0.15 0.132
H -1.044 -3.748 0.609 -0.11 -0.11 -0.13 0.105
H 0.386 -4.462 1.318 0.26 -0.24 -0.25 0.132
C 0.661 0.371 3.571 -0.16 0.06 -2.05 -0.174
C 1.010 1.844 3.822 1.98 -0.20 0.17 -0.098
O 1.854 1.810 5.019 -0.49 0.10 0.37 -0.195
S 2.327 0.348 5.382 0.01 0.48 0.11 0.567
O 2.273 0.171 6.780 -0.33 -0.13 0.33 -0.206
O 3.531 0.024 4.707 0.26 -0.05 -0.59 -0.222
O 1.109 -0.384 4.680 -0.69 -0.38 0.37 -0.175
H 1.140 0.006 2.654 0.57 0.20 0.30 0.099
H -0.374 0.203 3.263 -0.28 -0.07 1.17 0.114
H 0.229 2.580 3.964 -0.20 -0.19 0.15 0.126
H 1.737 2.184 3.086 -0.64 0.18 -0.51 0.120
```
Positions in Å, forces in eV/Å.

orbital gap: 8.3991 eV